{
  "formula": "C4H5NO2",
  "method": "ωB97M-V/def2-TZVPD",
  "smiles": "Cc1coc(O)n1",
  "homo_energy_ev": -8.82,
  "de_lowest_ev": 1.964,
  "energy_ev": -9812.3504,
  "e_lumo_ev": 0.7,
  "species": ["C", "C", "C", "O", "C", "O", "N", "H", "H", "H", "H", "H"],
  "xyz": [[1.813, 0.555, -0.071], [0.383, 0.170, -0.143], [-0.204, -0.156, -1.342], [-1.568, -0.446, -0.962], [-1.573, -0.313, 0.341], [-2.727, -0.476, 0.958], [-0.440, -0.002, 0.927], [1.806, 1.608, 0.208], [2.365, 0.000, 0.686], [2.328, 0.477, -1.039], [0.388, -1.056, -1.470], [-2.570, -0.361, 1.908]],
  "lowdin_charge": [-0.0313, -0.3720, -0.0585, 0.0812, -0.4992, 0.1626, 0.1887, 0.0884, 0.0833, 0.0891, 0.1301, 0.1376]
}

{
  "formula": "H4INSi",
  "method": "ωB97M-V/def2-TZVPD",
  "smiles": "N=[SiH2].I",
  "homo_energy_ev": -9.45,
  "de_lowest_ev": 3.089,
  "energy_ev": -17531.2919,
  "e_lumo_ev": -0.6,
  "species": ["N", "Si", "I", "H", "H", "H", "H"],
  "xyz": [[0.379, 0.769, 0.062], [-0.973, 0.545, -0.771], [1.606, -2.221, 1.495], [1.137, -0.790, 1.504], [1.001, 1.549, 0.108], [-1.727, -0.560, -0.221], [-1.422, 0.708, -2.175]],
  "lowdin_charge": [-0.2731, 0.5934, 0.4358, -0.4804, -0.0621, -0.1033, -0.1102]
}

{
  "formula": "C6H7NO3",
  "method": "ωB97M-V/def2-TZVPD",
  "homo_energy_ev": -10.19,
  "de_lowest_ev": 4.756,
  "energy_ev": -13963.2054,
  "e_lumo_ev": -0.3,
  "species": ["O", "C", "C", "C", "O", "C", "N", "C", "C", "H", "H", "H", "H", "H", "O", "H", "H"],
  "xyz": [[0.858, -1.615, 1.689], [0.546, -1.662, 0.313], [0.424, -0.263, -0.294], [-0.711, 0.537, 0.282], [-1.696, 0.042, 0.777], [-0.722, 2.058, 0.042], [-1.706, 2.539, -0.700], [1.518, -2.474, -0.442], [2.321, -3.140, -1.054], [1.716, -1.195, 1.810], [-0.434, -2.157, 0.252], [1.363, 0.298, -0.179], [0.251, -0.328, -1.382], [3.095, -3.725, -1.521], [0.336, 2.637, -0.390], [-2.631, 2.258, -0.388], [-0.744, 3.293, -1.234]],
  "lowdin_charge": [-0.0019, -0.4048, -0.0620, -0.2937, 0.1220, -0.4378, 0.1126, -0.0718, 0.1301, 0.1039, 0.1566, 0.1354, 0.1546, 0.0339, -0.0566, 0.0932, 0.2864]
}

{
  "formula": "CH6NPS",
  "method": "ωB97M-V/def2-TZVPD",
  "homo_energy_ev": [-8.87, -8.68],
  "de_lowest_ev": 2.876,
  "energy_ev": -22745.9033,
  "e_lumo_ev": [-1.3, -1.1],
  "species": ["C", "N", "P", "S", "H", "H", "H", "H", "H", "H"],
  "xyz": [[1.721, -0.043, 0.108], [-1.246, 1.301, 0.785], [-2.384, -1.220, -0.500], [-1.497, 0.620, -0.614], [2.138, -1.082, 0.373], [2.561, 0.557, 0.389], [0.835, 0.294, 0.641], [-1.243, 0.648, 1.622], [-2.345, -1.311, -1.868], [1.460, 0.236, -0.936]],
  "lowdin_charge": [-0.0789, -0.4886, 0.4068, 0.3854, 0.0563, -0.0034, -0.0559, 0.0124, -0.2500, 0.0159]
}

{
  "formula": "C7H21N7O14",
  "method": "ωB97M-V/def2-TZVPD",
  "smiles": "C[N+](=O)[O-].C[N+](=O)[O-].C[N+](=O)[O-].C[N+](=O)[O-].C[N+](=O)[O-].C[N+](=O)[O-].C[N+](=O)[O-]",
  "homo_energy_ev": -10.87,
  "de_lowest_ev": 2.524,
  "energy_ev": -46673.3884,
  "e_lumo_ev": -0.1,
  "species": ["C", "N", "O", "O", "H", "H", "H", "C", "N", "O", "O", "H", "H", "H", "C", "N", "O", "O", "H", "H", "H", "C", "N", "O", "O", "H", "H", "H", "C", "N", "O", "O", "H", "H", "H", "C", "N", "O", "O", "H", "H", "H", "C", "N", "O", "O", "H", "H", "H"],
  "xyz": [[-0.932, 0.296, -0.267], [0.440, 0.238, 0.440], [1.296, 1.126, 0.202], [0.594, -0.638, 1.293], [-0.751, -0.361, -1.117], [-1.093, 1.336, -0.554], [-1.740, -0.029, 0.389], [1.284, 3.635, -4.465], [0.487, 4.663, -3.819], [0.110, 4.553, -2.665], [0.275, 5.702, -4.524], [1.771, 3.015, -3.712], [1.929, 4.092, -5.215], [0.470, 3.028, -4.859], [-6.278, 4.259, -2.900], [-5.263, 3.330, -2.215], [-5.306, 3.129, -1.003], [-4.332, 2.785, -2.878], [-5.958, 5.242, -2.554], [-7.342, 4.080, -2.747], [-6.137, 4.100, -3.969], [2.094, -5.189, 1.192], [2.934, -6.274, 0.590], [4.145, -6.241, 0.891], [2.295, -7.014, -0.122], [2.130, -4.310, 0.549], [2.592, -5.048, 2.152], [1.066, -5.544, 1.268], [4.043, 2.276, 4.258], [3.676, 1.007, 5.020], [2.634, 0.978, 5.561], [4.469, 0.056, 4.932], [4.524, 2.851, 5.049], [3.141, 2.589, 3.732], [4.795, 2.084, 3.493], [1.271, -4.955, -5.667], [0.288, -4.046, -4.914], [-0.056, -2.955, -5.340], [-0.055, -4.315, -3.736], [0.937, -4.896, -6.703], [1.272, -5.984, -5.307], [2.245, -4.501, -5.485], [-1.826, -0.257, 6.928], [-2.211, 0.877, 6.087], [-2.820, 1.793, 6.617], [-1.932, 0.863, 4.873], [-2.746, -0.782, 7.184], [-1.251, 0.264, 7.693], [-1.177, -0.906, 6.339]],
  "lowdin_charge": [0.0674, -0.4042, 0.0179, 0.0379, 0.0959, 0.0910, 0.0949, 0.0292, -0.4323, 0.0708, 0.0152, 0.1020, 0.1053, 0.1094, 0.0578, -0.3936, 0.0447, 0.0106, 0.0993, 0.0935, 0.0879, 0.0373, -0.4370, 0.0417, 0.0663, 0.1013, 0.0955, 0.0948, 0.0551, -0.4598, 0.0860, 0.0327, 0.0988, 0.0981, 0.0886, 0.0643, -0.4078, 0.0428, 0.0152, 0.0928, 0.0939, 0.0989, 0.0369, -0.4466, 0.0554, 0.0410, 0.1075, 0.1073, 0.0985]
}

{
  "formula": "C4H13NO2",
  "method": "ωB97M-V/def2-TZVPD",
  "homo_energy_ev": -8.61,
  "de_lowest_ev": 4.935,
  "energy_ev": -9939.2619,
  "e_lumo_ev": 1.0,
  "species": ["C", "C", "C", "C", "N", "H", "H", "H", "H", "H", "H", "H", "H", "H", "H", "H", "O", "O", "H", "H"],
  "xyz": [[0.501, -0.418, 0.997], [-0.812, -0.746, -0.342], [1.818, -0.819, 0.382], [-2.194, -0.317, 0.137], [0.472, 0.880, 1.466], [0.141, -1.118, 1.751], [-0.380, 1.135, 1.948], [0.689, 1.549, 0.718], [-0.686, -0.759, -1.429], [-0.728, -1.829, -0.211], [2.092, -0.140, -0.422], [2.593, -0.776, 1.150], [1.770, -1.835, -0.004], [-2.344, -0.576, 1.189], [-2.315, 0.766, 0.066], [-2.989, -0.807, -0.427], [0.178, 1.748, -1.208], [1.227, 1.308, -2.104], [1.251, 2.033, -2.746], [-0.284, 0.720, -0.910]],
  "lowdin_charge": [-0.3689, -0.2283, -0.0730, -0.1389, 0.0349, 0.1247, 0.0848, 0.0755, 0.0964, 0.0881, 0.0627, 0.0810, 0.0779, 0.0703, 0.0677, 0.0696, -0.2037, -0.1145, 0.0865, 0.1073]
}

{
  "formula": "CH5ClNP",
  "method": "ωB97M-V/def2-TZVPD",
  "homo_energy_ev": -9.32,
  "de_lowest_ev": 1.989,
  "energy_ev": -24418.4060,
  "e_lumo_ev": 0.4,
  "species": ["C", "N", "P", "Cl", "H", "H", "H", "H", "H"],
  "xyz": [[-0.036, 1.302, -0.099], [-0.059, -1.790, -0.091], [-1.108, -0.022, 0.814], [-2.723, -0.082, -0.347], [-0.627, 1.911, -0.785], [0.994, 0.833, -0.479], [0.336, 2.083, 0.602], [-0.283, -1.382, -0.940], [-0.788, -2.465, 0.128]],
  "lowdin_charge": [-0.3926, -0.1437, 0.4707, 0.1411, 0.0010, 0.0753, 0.0117, -0.1157, -0.0476]
}

{
  "formula": "C4H6GdO2",
  "method": "ωB97M-V/def2-TZVPD",
  "homo_energy_ev": [-22.51, -22.99],
  "de_lowest_ev": 9.123,
  "energy_ev": -29129.6772,
  "e_lumo_ev": [-15.5, -18.4],
  "spin_multiplicity": 8,
  "charge": 3,
  "species": ["O", "C", "O", "C", "C", "H", "H", "H", "H", "H", "Gd", "C", "H"],
  "xyz": [[1.118, 0.849, 0.577], [0.206, 0.227, 0.024], [-1.058, 0.348, 0.636], [0.983, 1.641, 1.837], [2.346, 2.151, 2.203], [0.271, 2.440, 1.604], [0.560, 0.961, 2.583], [2.750, 2.804, 1.420], [2.243, 2.739, 3.126], [3.042, 1.326, 2.395], [-0.802, -1.372, -2.111], [-1.652, -0.764, 0.238], [-2.261, -1.170, 1.058]],
  "lowdin_spin": [0.1269, 0.3848, 0.3843, 0.0327, 0.0302, 0.0020, 0.0049, 0.0047, 0.0177, 0.0028, 4.8457, 1.0786, 0.0847]
}

{
  "formula": "CHF4NO5RhS2",
  "method": "ωB97M-V/def2-TZVPD",
  "homo_energy_ev": [-15.03, -15.65],
  "de_lowest_ev": 0.405,
  "energy_ev": -48307.7573,
  "e_lumo_ev": [-6.8, -9.5],
  "spin_multiplicity": 5,
  "charge": 1,
  "species": ["N", "S", "O", "O", "S", "O", "O", "C", "F", "F", "F", "F", "Rh", "O", "H"],
  "xyz": [[-0.547, 1.013, 0.577], [-1.613, -0.253, 1.112], [-1.890, 0.104, 2.526], [-2.801, -0.156, 0.219], [0.734, 0.777, -0.228], [2.004, 1.199, 0.992], [1.270, 1.887, -1.027], [0.173, -0.223, -1.767], [-0.416, -1.404, -1.400], [-0.721, 0.449, -2.450], [1.202, -0.495, -2.533], [1.581, 0.778, 2.272], [-0.146, -2.233, 0.653], [1.452, -1.233, 0.325], [2.147, -1.074, 0.975]],
  "lowdin_spin": [0.4464, 0.0384, 0.3044, 0.3343, 0.0488, 0.0794, 0.0177, 0.0183, 0.0468, 0.0007, 0.0091, 0.0004, 2.3895, 0.2535, 0.0123]
}

{
  "formula": "C5H8O",
  "method": "ωB97M-V/def2-TZVPD",
  "smiles": "C=C=C(O)CC",
  "homo_energy_ev": -8.89,
  "de_lowest_ev": 3.051,
  "energy_ev": -7359.2038,
  "e_lumo_ev": 0.6,
  "species": ["C", "C", "C", "C", "C", "O", "H", "H", "H", "H", "H", "H", "H", "H"],
  "xyz": [[-1.723, 1.043, -0.202], [-1.269, -0.421, -0.250], [0.193, -0.462, 0.021], [1.288, -0.910, -0.542], [2.555, -0.907, -0.203], [0.465, 0.172, 1.249], [-1.288, 1.607, -1.035], [-2.810, 1.134, -0.239], [-1.371, 1.491, 0.731], [-1.750, -0.980, 0.562], [-1.530, -0.905, -1.194], [3.195, -0.064, -0.452], [2.933, -1.665, 0.479], [1.112, 0.867, 1.075]],
  "lowdin_charge": [-0.1011, -0.1935, -0.3727, -0.0186, 0.0150, -0.0214, 0.0789, 0.0698, 0.0680, 0.1189, 0.1137, 0.0662, 0.0719, 0.1049]
}